(1)
Computed, not measured: a molecular structure, C2H3Br3Si in a non-equilibrium geometry, with ωB97M-V with the def2-TZVPD basis set.

The HOMO energy is -9.653 eV. Its energy relative to the best compared isomer or geometry (same formula, charge and spin) is 129.00 kcal per mole. The orbital gap comes out at 8.60 eV. As for the net charge: 0. Its LUMO energy is -1.049 eV.

The geometry in XYZ format:
```
9
Properties=species:S:1:pos:R:3:forces:R:3:mulliken_charge:R:1
C 0.3141 -0.1921 -0.0377 0.2 -2.7 0.2 0.041
C 1.3890 0.5527 -0.0393 -0.3 1.1 -0.6 0.136
Si -1.5759 -0.1018 0.1467 1.8 0.5 -1.8 0.359
Br 0.7869 -2.4342 -0.1406 -0.5 2.5 0.2 -0.249
Br 3.1142 -0.0413 0.0055 1.1 0.0 0.0 -0.024
Br 1.2059 2.4901 -0.3410 -0.2 -1.2 0.4 -0.126
H -1.7507 -1.5216 0.4565 -0.9 0.1 0.0 -0.081
H -1.8181 0.4239 -1.3333 -0.5 -0.5 1.7 -0.013
H -1.6654 0.8243 1.2831 -0.6 0.2 -0.1 -0.044
```
Positions in Å, forces in eV/Å.


(2)
Computed, not measured: a single C2H3Br3Si molecule in a non-equilibrium geometry, with ωB97M-V with the def2-TZVPD basis set.

The HOMO energy (alpha / beta) is -8.522 / -8.524 eV. Its energy relative to the best compared isomer or geometry (same formula, charge and spin) is 188.80 kcal per mole. The orbital gap (alpha / beta) comes out at 5.75 / 5.76 eV. As for the net charge: 0. Its LUMO energy (alpha / beta) is -2.769 / -2.768 eV.

The geometry in XYZ format:
```
9
Properties=species:S:1:pos:R:3:forces:R:3:mulliken_charge:R:1
C 0.9534 1.9998 -0.1362 -2.3 -0.1 -0.2 0.061
C 2.1787 2.2554 -0.1879 1.8 -0.2 0.2 -0.036
Si 0.1667 0.1605 0.0388 -0.4 2.9 -0.6 0.532
Br 4.0613 -1.3513 0.0216 -0.1 0.7 0.0 -0.603
Br 3.7784 1.6277 0.0063 0.3 -0.5 -0.2 0.252
Br -0.4553 3.2912 0.0122 0.6 -0.2 -0.2 -0.057
H -0.4287 0.8457 1.1966 0.0 -1.4 1.0 -0.020
H 1.1282 -0.8591 -0.2972 0.3 -0.6 0.4 -0.066
H -0.8666 0.5116 -0.9346 -0.2 -0.7 -0.4 -0.064
```
Positions in Å, forces in eV/Å.


(3)
Computed, not measured: a single C2H3BrClN molecule in a non-equilibrium geometry, with ωB97M-V with the def2-TZVPD basis set.

The HOMO energy is -9.971 eV. Its energy relative to the best compared isomer or geometry (same formula, charge and spin) is 7.91 kcal per mole. The orbital gap comes out at 10.67 eV. As for the SMILES: Cl[C@@]1(Br)CN1. As for the net charge: 0. Its LUMO energy is 0.696 eV.

The geometry in XYZ format:
```
8
Properties=species:S:1:pos:R:3:forces:R:3:mulliken_charge:R:1
Cl 1.2565 1.8775 0.1077 0.3 0.5 -0.2 -0.186
C 0.6464 0.2776 -0.0816 -1.8 -0.3 0.0 0.498
Br 1.9673 -1.0779 0.1083 0.2 -0.1 -0.3 -0.099
C -0.6842 -0.0409 0.4720 -2.1 -0.8 1.5 -0.419
N -0.5249 0.0898 -0.9726 1.4 1.1 0.5 -0.535
H -0.8486 -1.1147 0.8395 0.4 1.8 -0.3 0.244
H -1.3691 0.7591 1.0136 1.7 -1.6 -1.3 0.203
H -0.4434 -0.7705 -1.4869 -0.1 -0.4 0.0 0.293
```
Positions in Å, forces in eV/Å.


(4)
Computed, not measured: 2 unconnected molecules or ions with the total composition C2H3BrClN in a non-equilibrium geometry, with ωB97M-V with the def2-TZVPD basis set.

The HOMO energy (alpha / beta) is -8.927 / -8.927 eV. Its energy relative to the best compared isomer or geometry (same formula, charge and spin) is 64.10 kcal per mole. The orbital gap (alpha / beta) comes out at 8.55 / 8.55 eV. As for the net charge: 0. Its LUMO energy (alpha / beta) is -0.380 / -0.381 eV.

The geometry in XYZ format:
```
8
Properties=species:S:1:pos:R:3:forces:R:3:mulliken_charge:R:1
C -0.3411 0.1525 -0.2027 -0.1 -0.9 2.2 -0.050
C 1.7118 0.5511 0.5257 -1.7 -1.2 -4.7 -0.265
N -1.2022 -0.3341 -0.9872 1.4 2.0 3.0 -0.416
Cl 1.8780 2.1538 -0.1501 0.5 -0.2 0.4 -0.102
Br 2.9764 -0.8266 -0.1694 -0.7 1.1 0.4 -0.091
H 1.7705 0.5142 1.5671 -0.4 0.0 1.5 0.363
H -0.7421 0.3859 0.7550 -0.1 0.7 0.9 0.301
H -0.8487 -0.5762 -1.8330 1.2 -1.4 -3.7 0.262
```
Positions in Å, forces in eV/Å.


(5)
Computed, not measured: 2 unconnected molecules or ions with the total composition C2H3BrClP in a non-equilibrium geometry, with ωB97M-V with the def2-TZVPD basis set.

The HOMO energy (alpha / beta) is -8.608 / -8.804 eV. Its energy relative to the best compared isomer or geometry (same formula, charge and spin) is 94.36 kcal per mole. The orbital gap (alpha / beta) comes out at 7.72 / 8.39 eV. As for the net charge: 0. Its LUMO energy (alpha / beta) is -0.885 / -0.418 eV.

The geometry in XYZ format:
```
8
Properties=species:S:1:pos:R:3:forces:R:3:mulliken_charge:R:1
C -0.9222 0.3625 -0.1136 0.4 0.3 0.6 0.020
C 1.0584 -1.2174 0.2785 -2.2 0.7 -3.8 -0.537
P -0.2194 1.8964 -0.0077 0.2 -1.5 -0.2 -0.065
Cl 2.1882 -0.1401 -0.3871 0.3 -0.7 0.2 -0.073
Br -2.6282 -0.4958 -0.1602 1.1 0.7 -0.2 -0.096
H 0.6034 -2.0154 -0.3737 0.9 1.1 0.7 0.318
H 0.9951 -1.3017 1.2926 0.1 -0.1 2.5 0.396
H -1.0752 2.9114 -0.5288 -0.7 -0.5 0.1 0.036
```
Positions in Å, forces in eV/Å.


(6)
Computed, not measured: a molecular structure, C2H3BrN2 in a non-equilibrium geometry, with ωB97M-V with the def2-TZVPD basis set.

The HOMO energy (alpha / beta) is -6.804 / -10.972 eV. As for the spin multiplicity: 3. Its energy relative to the best compared isomer or geometry (same formula, charge and spin) is 38.00 kcal per mole. The orbital gap (alpha / beta) comes out at 6.67 / 9.37 eV. As for the net charge: 0. Its LUMO energy (alpha / beta) is -0.134 / -1.603 eV.

The geometry in XYZ format:
```
8
Properties=species:S:1:pos:R:3:forces:R:3:mulliken_charge:R:1
C -0.4784 -0.1065 0.3899 -1.4 -0.7 -0.8 0.402
C 0.8458 0.5051 0.0021 -1.3 -1.6 3.3 -0.819
N -0.7390 -1.5414 0.5094 0.2 1.6 4.5 -0.099
N -0.6549 -1.6335 -0.6715 0.2 -0.1 -4.2 -0.318
Br -2.0420 1.0293 -0.0255 0.7 -0.5 0.3 -0.114
H 0.8101 1.5289 0.3904 0.8 -0.4 0.1 0.309
H 0.7239 0.4982 -1.0196 0.8 0.2 -2.6 0.332
H 1.5345 -0.2802 0.4248 0.1 1.5 -0.7 0.307
```
Positions in Å, forces in eV/Å.


(7)
Computed, not measured: a single C2H3BrN2O3 molecule in a non-equilibrium geometry, with ωB97M-V with the def2-TZVPD basis set.

The HOMO energy (alpha / beta) is -9.495 / -9.493 eV. Its energy relative to the best compared isomer or geometry (same formula, charge and spin) is 68.15 kcal per mole. The orbital gap (alpha / beta) comes out at 8.54 / 8.54 eV. As for the net charge: 0. Its LUMO energy (alpha / beta) is -0.952 / -0.950 eV.

The geometry in XYZ format:
```
11
Properties=species:S:1:pos:R:3:forces:R:3:mulliken_charge:R:1
C 1.5992 -0.3563 -0.0456 -2.5 -2.2 1.4 -0.694
C -1.1057 -0.0693 -0.0262 0.7 0.2 0.5 0.110
N 0.0356 -0.7379 -0.2462 -0.5 0.4 -1.1 0.478
N -1.0531 1.3610 0.2763 -0.7 -1.6 -1.0 0.986
O -0.1036 -1.9002 -0.6481 0.5 -0.8 0.1 -0.595
O 0.0649 1.8201 0.2559 0.5 1.1 0.5 -0.617
O -2.1047 1.9442 0.3975 0.4 0.2 0.3 -0.557
Br -2.7634 -0.9674 -0.0919 0.9 0.6 0.0 -0.027
H 1.9508 0.4889 -0.6154 -0.2 0.1 -0.1 0.267
H 1.4851 -0.1838 1.0558 1.2 0.1 -1.0 0.319
H 1.9949 -1.3994 -0.3122 -0.2 1.9 0.5 0.328
```
Positions in Å, forces in eV/Å.


(8)
Computed, not measured: 2 unconnected molecules or ions with the total composition C2H3BrO2 in a non-equilibrium geometry, with ωB97M-V with the def2-TZVPD basis set.

The HOMO energy is -10.457 eV. Its energy relative to the best compared isomer or geometry (same formula, charge and spin) is 123.19 kcal per mole. The orbital gap comes out at 10.39 eV. As for the SMILES: C=C1OO1.Br. As for the net charge: 0. Its LUMO energy is -0.071 eV.

The geometry in XYZ format:
```
8
Properties=species:S:1:pos:R:3:forces:R:3:mulliken_charge:R:1
C 1.4174 -0.6995 0.1725 -4.3 0.8 -0.2 -0.946
C 0.7261 0.3139 -0.2709 -0.2 -0.2 0.0 0.882
O -0.4992 0.8627 -0.4659 -0.2 -0.8 0.3 -0.289
O 0.7912 1.4971 -0.8162 0.9 1.4 -0.8 -0.278
H 0.8679 -1.3651 0.7601 -0.6 -1.4 0.5 0.270
H 2.3942 -0.6377 0.2416 4.6 0.2 0.1 0.337
Br -3.5612 -0.1396 -0.0020 1.6 0.3 0.5 -0.241
H -2.1364 0.1681 0.3808 -1.9 -0.3 -0.4 0.265
```
Positions in Å, forces in eV/Å.


In the order shown, the computed molecular weight values come out to 294.844 294.844 156.410 156.410 173.377 134.964 182.961 138.948 g mol⁻¹.
In the order shown, the computed calculated total energy values come out to -8089.4436 -8089.3483 -3166.9135 -3166.8239 -3453.3720 -2761.3188 -2987.0353 -2802.3172 hartree.